No. 1
{
  "formula": "C12H19N2O2S",
  "method": "wB97M-V/def2-TZVPD",
  "total_charge": 1,
  "energy_ev": -30650.20575,
  "max_force_ha_per_bohr": 0.056,
  "symbols": ["C", "H", "H", "O", "N", "H", "C", "H", "H", "H", "H", "C", "H", "C", "H", "C", "H", "C", "C", "H", "S", "H", "O", "C", "H", "H", "C", "C", "C", "H", "N", "H", "H", "H", "H", "C"],
  "xyz": [[2.745295, 1.461233, 7.307148], [-1.215786, 3.489230, 1.998145], [0.538465, 3.905064, 2.230930], [3.790124, -0.213298, 8.473942], [0.376221, -0.182107, 1.749874], [-1.622284, -0.812852, 2.072588], [-0.819999, -0.925460, 1.329911], [-1.194459, -0.553426, 0.367848], [-2.710359, 4.963639, 5.378143], [1.795443, 4.005283, 5.219644], [2.402798, -0.498734, 2.238960], [1.515341, 0.783663, 7.408660], [1.107896, 1.521783, 2.732537], [-2.543408, 4.547483, 4.368847], [-1.319022, 1.998037, 4.560429], [0.418944, 1.186693, 6.673682], [1.490920, -0.073232, 8.068029], [0.490707, 2.329600, 5.779276], [1.702305, 3.101976, 5.833825], [2.071321, -0.365023, 0.496253], [-0.733296, 4.261446, 4.268655], [3.764739, 3.186046, 6.496538], [5.046937, 1.407482, 7.684035], [0.241560, 0.997049, 2.283375], [-2.872115, 5.275299, 3.603389], [-0.691344, 5.193680, 2.017746], [-0.496506, 4.194349, 2.439439], [1.687546, -0.756745, 1.449977], [-0.504768, 2.664791, 4.823110], [-0.558028, -1.979481, 1.225058], [3.928868, 0.871750, 7.855294], [-0.502330, 0.608465, 6.733251], [-3.048160, 3.574759, 4.263399], [1.575602, -1.839532, 1.367552], [-0.756590, 1.436974, 2.309783], [2.818392, 2.640615, 6.534166]],
  "forces_ev_per_a": [[-1.1, 0.9, -1.2], [0.2, 0.2, 0.1], [-0.2, 0.1, 0.2], [0.2, 2.0, -1.1], [-0.4, 1.9, 0.6], [0.4, 0.0, -0.2], [-0.6, -0.2, -0.3], [0.3, -0.1, 0.2], [0.0, -0.3, -0.5], [0.0, -0.4, 0.3], [-0.2, -0.1, -0.1], [0.7, 0.2, 0.0], [-0.6, -0.3, -0.6], [0.2, 0.2, 0.0], [-0.1, 0.0, 0.4], [0.0, 0.9, -1.0], [-0.2, -0.1, -0.1], [1.7, -0.2, 1.2], [0.0, -0.9, 0.2], [-0.3, -0.1, 0.3], [0.0, -0.7, -0.4], [-0.3, -0.2, 0.0], [-2.3, -0.6, 0.1], [0.5, -1.2, -0.2], [0.2, -0.4, 0.4], [0.1, -0.3, 0.2], [-0.7, 0.5, 0.1], [0.6, -0.3, 0.1], [-1.0, 0.3, -0.5], [-0.1, 0.2, 0.1], [2.1, -1.5, 1.3], [0.2, 0.2, 0.0], [0.2, 0.5, 0.0], [0.2, 0.2, 0.1], [0.4, -0.2, 0.2], [-0.1, -0.1, 0.4]],
  "lowdin_charge": [-0.17, 0.05, 0.05, 0.04, -0.19, 0.11, 0.01, 0.12, 0.07, 0.09, 0.12, -0.01, 0.14, -0.24, 0.06, -0.03, 0.12, -0.32, -0.06, 0.12, 1.01, 0.12, 0.05, 0.16, 0.07, 0.06, -0.26, 0.01, -0.45, 0.10, -0.33, 0.11, 0.06, 0.10, 0.09, 0.01]
}

No. 2
{
  "formula": "C12H19N3O2S",
  "method": "wB97M-V/def2-TZVPD",
  "smiles": "CCCCCc1nnc(NC(=O)[C@H]2CCCO2)s1",
  "energy_ev": -32152.98888,
  "max_force_ha_per_bohr": 0.034,
  "symbols": ["H", "H", "H", "H", "O", "C", "H", "C", "N", "H", "H", "H", "C", "C", "C", "H", "C", "H", "C", "H", "N", "H", "C", "N", "C", "H", "S", "H", "C", "H", "C", "C", "H", "H", "H", "O", "H"],
  "xyz": [[-3.322146, -0.645846, -0.470273], [-4.869308, -2.393766, -1.494058], [-5.786888, -1.116433, -2.292167], [-2.561241, 2.502609, 1.486897], [2.508554, 1.314869, -1.185300], [2.828081, 0.271156, -0.662175], [-4.756831, 1.621841, 0.976493], [-2.639117, 1.781587, 0.666740], [-1.269259, -0.147174, 1.326615], [2.343448, -1.302633, 0.555821], [-3.805873, 0.339913, 1.743421], [-5.372627, -1.375241, 0.725404], [-1.413274, 0.944927, 0.668996], [5.329941, 0.660806, -0.806557], [-5.446937, -0.777154, -0.184996], [-6.610038, -2.265695, -1.236485], [-4.166285, 0.036036, -0.353737], [6.618075, 1.011559, 0.936517], [0.716020, -0.056546, 0.424888], [7.048773, -0.409666, -0.031594], [-0.077832, -0.718934, 1.196970], [5.866726, 0.700599, -1.750912], [-3.908910, 0.946550, 0.843650], [1.993803, -0.446946, 0.137720], [6.220939, 0.189613, 0.346916], [-4.239107, 0.639477, -1.262475], [0.027135, 1.404057, -0.243120], [-2.681303, 2.346874, -0.266747], [5.269756, -0.694465, 1.152339], [5.767810, -1.475481, 1.726059], [-5.694610, -1.695265, -1.375467], [4.198241, -0.387794, -0.839902], [-6.294582, -0.097578, -0.067778], [4.905386, 1.646020, -0.613883], [4.651646, -0.084488, 1.826874], [4.455190, -1.331250, 0.184442], [4.166653, -0.936131, -1.789126]],
  "forces_ev_per_a": [[0.0, 0.0, -0.1], [0.1, -0.1, -0.1], [0.0, 0.0, -0.1], [0.0, 0.1, -0.1], [0.1, 0.2, -0.2], [0.3, -0.5, 0.2], [0.0, 0.0, 0.1], [-0.4, 0.1, 0.2], [-1.5, 0.3, 0.4], [0.0, 0.2, 0.0], [-0.1, 0.0, 0.1], [0.0, 0.0, 0.1], [0.9, 0.4, -0.6], [-0.1, 0.0, 0.0], [0.2, 0.0, -0.3], [-0.1, -0.1, -0.1], [-0.3, 0.0, 0.4], [0.1, 0.0, 0.0], [-0.6, 1.0, -0.3], [0.0, 0.0, 0.1], [1.5, -0.9, -0.1], [0.0, 0.0, 0.0], [0.2, 0.0, -0.3], [0.3, -0.4, 0.1], [-0.1, -0.2, 0.0], [0.0, 0.0, -0.1], [-0.5, -0.6, 0.6], [0.0, 0.1, 0.0], [0.3, 0.2, 0.3], [-0.1, 0.1, 0.0], [-0.1, 0.1, 0.2], [0.0, 0.2, -0.4], [0.0, 0.0, 0.1], [0.0, 0.0, -0.1], [0.0, -0.1, 0.0], [-0.1, -0.2, -0.2], [0.0, 0.1, 0.1]],
  "lowdin_charge": [0.11, 0.07, 0.07, 0.12, 0.02, -0.43, 0.11, -0.21, 0.00, 0.16, 0.11, 0.11, -0.59, -0.10, -0.28, 0.07, -0.23, 0.11, -0.58, 0.11, 0.01, 0.12, -0.22, 0.13, -0.14, 0.12, 1.14, 0.11, -0.18, 0.13, -0.12, -0.23, 0.11, 0.11, 0.13, -0.11, 0.17]
}

No. 3
{
  "formula": "C12H19N4",
  "method": "wB97M-V/def2-TZVPD",
  "total_charge": 1,
  "energy_ev": -18708.04025,
  "max_force_ha_per_bohr": 0.023,
  "symbols": ["H", "H", "C", "H", "H", "C", "H", "N", "C", "N", "H", "H", "H", "C", "C", "H", "H", "H", "H", "C", "C", "H", "C", "C", "H", "H", "H", "H", "C", "N", "C", "C", "H", "N", "H"],
  "xyz": [[2.305190, -0.990989, 2.675842], [2.782481, 1.200626, -0.953147], [2.470229, -1.282881, 0.564986], [-0.332144, -0.653960, 3.583229], [1.657783, -3.268511, -1.718728], [0.870738, 1.735905, -0.558371], [2.795297, -2.057165, -2.043751], [1.859686, -0.930474, 1.772866], [-1.061528, -1.740049, -0.113685], [1.899521, 1.453079, -1.374374], [-2.638765, -1.017814, 2.790881], [-2.660947, 0.665200, -1.380166], [-1.224855, -2.138712, -1.107393], [0.266635, -1.572280, 0.320795], [-1.583946, 2.219857, -0.383244], [-1.592505, 3.282521, -0.154994], [-3.663292, 1.810238, -0.595188], [-0.386494, 1.888181, -2.089204], [-3.103541, -1.668394, 0.483176], [-0.513695, -0.921796, 2.546455], [-2.071637, -1.524693, 0.790278], [1.026273, -1.775766, -2.415159], [-2.764643, 1.728571, -1.199373], [-1.803822, -1.125713, 2.117599], [1.929335, 1.895799, -2.280205], [3.549003, -1.247764, 0.479210], [-2.955594, 2.392103, -2.039570], [-1.569768, 1.716797, 0.590619], [1.763147, -2.186232, -1.724322], [1.078099, 1.937973, 0.756064], [0.510702, -1.154189, 1.625815], [1.550669, -1.674850, -0.338328], [1.734019, 1.273765, 1.162310], [-0.337267, 1.855767, -1.080453], [0.215636, 1.875852, 1.289530]],
  "forces_ev_per_a": [[0.2, 0.0, -0.2], [-0.1, 0.2, -0.1], [0.7, -0.1, 0.5], [0.2, 0.1, -0.1], [-0.4, -0.2, 0.0], [-0.3, 0.2, -0.3], [-0.1, 0.5, -0.3], [0.2, 0.0, 0.0], [0.7, -0.4, 0.1], [0.2, 0.1, 0.1], [0.0, 0.1, 0.2], [0.1, 0.0, -0.6], [-0.3, 0.2, 0.0], [-0.2, 0.2, -0.3], [0.4, -0.5, 0.6], [-0.1, 0.2, -0.3], [-0.1, 0.1, 0.2], [0.0, -0.2, 0.0], [0.1, 0.0, 0.1], [-0.2, -0.1, 0.3], [-0.4, 0.1, 0.0], [0.3, 0.1, -0.2], [-0.3, 0.6, 0.9], [-0.1, -0.1, -0.5], [0.0, -0.3, 0.0], [-0.1, -0.1, 0.0], [0.2, -0.5, -0.5], [-0.1, -0.2, -0.2], [0.2, -0.3, 0.4], [-0.6, -1.0, 0.3], [-0.3, 0.4, 0.5], [-0.4, -0.1, -0.3], [0.4, 0.2, 0.0], [0.0, 0.7, -0.2], [0.1, 0.2, 0.1]],
  "lowdin_charge": [0.16, 0.12, -0.08, 0.12, 0.09, -0.43, 0.08, 0.05, -0.02, 0.20, 0.11, 0.07, 0.12, -0.14, -0.20, 0.13, 0.09, 0.16, 0.11, -0.02, -0.09, 0.08, -0.06, -0.08, 0.13, 0.13, 0.09, 0.11, -0.03, 0.22, -0.25, -0.25, 0.10, 0.10, 0.10]
}

No. 4
{
  "formula": "C12H19NO",
  "method": "wB97M-V/def2-TZVPD",
  "energy_ev": -16280.30696,
  "max_force_ha_per_bohr": 0.290,
  "symbols": ["H", "H", "H", "H", "C", "C", "C", "C", "C", "H", "H", "N", "H", "C", "H", "H", "C", "H", "C", "H", "H", "H", "H", "C", "C", "H", "H", "C", "H", "H", "C", "H", "O"],
  "xyz": [[-1.212970, -3.048276, -1.937314], [0.412850, -2.416507, -2.794552], [-2.057449, 1.915108, 1.252230], [-1.359689, -0.695916, -2.852954], [0.233015, -2.559259, -0.426303], [0.777098, 2.015314, 3.038278], [1.000406, 2.154575, 0.424474], [-0.043188, 1.579214, -2.129374], [-0.353715, -2.267840, -1.719854], [1.261971, 2.248062, 3.858185], [0.913181, 2.117779, -2.139328], [-1.459601, 2.230697, 3.692992], [1.267875, -2.138855, -0.411130], [0.645900, -4.123708, -0.376373], [1.092439, -0.120742, -1.069810], [1.863170, 1.968299, -0.190030], [-0.646823, 2.181351, 2.710209], [1.250332, -4.523803, -1.068717], [1.508573, 1.993215, 1.850211], [1.190615, -0.114297, -2.925727], [-0.868204, 1.682405, -2.897104], [0.990175, -4.402445, 0.623072], [2.539748, 2.191975, 1.987809], [-0.370469, 1.920171, 0.336833], [-1.207357, 1.946570, 1.407259], [-0.459246, -4.780690, -0.599466], [-1.649394, -0.750795, -1.036955], [0.241402, 0.236541, -2.148308], [-2.524378, 2.339668, 3.742549], [-1.070495, 2.487386, 4.592333], [-0.795974, -0.808919, -1.996078], [-0.413773, -2.352586, 0.242791], [-0.696024, 1.896305, -1.039848]],
  "forces_ev_per_a": [[1.3, 1.8, 0.3], [-1.6, -0.3, 3.4], [-14.8, -0.5, -2.0], [-1.8, -0.6, -1.9], [7.6, -4.3, -5.0], [-3.8, 0.0, -8.0], [1.8, -2.1, 6.7], [0.5, 2.2, -2.1], [-0.1, -0.4, -6.8], [1.7, 0.8, 4.4], [-0.3, 0.6, -1.2], [-5.4, 1.3, 5.8], [-1.1, 0.6, 0.9], [-6.8, 0.5, 2.5], [-2.3, 1.6, -2.7], [-0.7, 0.3, -1.1], [2.7, -2.4, -3.2], [2.5, -0.6, -2.8], [-1.2, 1.9, -2.0], [-3.2, 1.0, 1.4], [1.4, 1.0, -0.2], [-0.1, 0.0, -0.1], [1.2, -0.4, -0.1], [4.4, 0.8, -4.6], [14.5, 1.1, 3.1], [3.1, 1.7, 0.9], [2.4, 1.1, -2.5], [8.3, -8.2, 2.7], [2.5, -0.3, -1.0], [-0.1, -0.2, -0.2], [-2.5, -1.3, 4.1], [-3.9, 1.7, 5.4], [-6.3, 1.8, 6.0]],
  "lowdin_charge": [0.13, 0.18, -0.01, 0.07, -0.27, -0.01, -0.02, -0.37, -0.30, 0.04, 0.13, 0.09, 0.12, -0.08, 0.19, 0.09, -0.31, 0.00, -0.05, 0.19, 0.17, 0.05, 0.07, -0.22, 0.06, 0.14, 0.19, -0.26, 0.16, 0.11, -0.26, 0.04, -0.06]
}

No. 5
{
  "formula": "C12H19O5P",
  "method": "wB97M-V/def2-TZVPD",
  "smiles": "CCOP(=O)(Cc1ccc(C(=O)CC)o1)OCC",
  "energy_ev": -32280.58349,
  "max_force_ha_per_bohr": 0.030,
  "symbols": ["H", "C", "H", "O", "H", "C", "C", "C", "H", "C", "C", "H", "H", "O", "H", "O", "O", "C", "P", "H", "C", "H", "H", "H", "C", "H", "C", "C", "H", "H", "C", "H", "H", "H", "H", "O", "H"],
  "xyz": [[-2.637125, -1.995190, -0.567916], [-3.237905, -1.680231, 0.291414], [-0.056079, -1.104510, 2.112757], [-0.758972, -0.605286, -0.883247], [4.053672, -3.322869, -0.400346], [-1.580548, 2.230929, -1.022939], [2.995544, 0.601866, 0.335709], [3.805203, -1.293962, -1.093927], [3.593893, 2.616602, 0.929044], [1.129771, 0.540806, 1.455845], [-2.969081, 2.004361, -1.593180], [-5.131178, -2.307119, -0.495064], [-4.699793, -0.640849, -0.905851], [1.915669, -0.164340, 0.635618], [-3.724667, 2.322282, -0.878757], [4.988609, 0.785088, -0.869725], [-2.655361, -0.515171, 0.864454], [1.679360, 1.773686, 1.700450], [-1.236326, 0.038308, 0.341931], [-0.633931, 0.499488, 2.651398], [-4.671941, -1.394961, -0.124059], [-0.827561, 1.820872, -1.703648], [3.530639, -2.198582, 0.855752], [-5.239549, -1.031474, 0.728560], [4.172871, -2.313655, -0.013785], [-3.100021, 0.944637, -1.801039], [-0.167342, -0.054510, 1.841737], [4.025721, 0.108642, -0.573384], [5.207335, -2.180085, 0.295456], [-3.215540, -2.469509, 1.050573], [2.887229, 1.814202, 0.980998], [1.264174, 2.543729, 2.317702], [4.439111, -1.440539, -1.969338], [-1.386226, 3.294545, -0.860280], [2.757837, -1.416278, -1.372396], [-1.429769, 1.623893, 0.256053], [-3.087709, 2.565186, -2.516574]],
  "forces_ev_per_a": [[-0.1, 0.0, 0.1], [-0.4, -0.6, -0.4], [-0.1, 0.0, 0.1], [0.2, -0.1, -0.1], [0.0, -0.1, 0.0], [-0.1, 0.4, -0.7], [0.2, 1.4, 0.6], [0.2, 0.0, 0.0], [0.2, 0.1, -0.1], [0.2, 0.9, 0.5], [0.3, 0.0, 0.2], [-0.1, -0.1, 0.0], [0.0, 0.1, -0.1], [0.1, -0.4, -0.2], [-0.1, 0.0, 0.0], [-0.1, 0.0, 0.1], [0.7, 0.7, 0.0], [-0.3, -0.6, 0.0], [-0.6, 0.3, 1.1], [0.0, 0.0, 0.0], [0.4, 0.1, 0.2], [0.0, 0.1, 0.1], [0.0, -0.1, 0.1], [-0.1, 0.0, 0.1], [0.0, 0.0, -0.1], [-0.1, -0.1, -0.1], [-0.2, -0.2, -1.0], [-0.1, -0.5, -0.4], [0.1, 0.0, 0.0], [0.0, 0.1, -0.1], [0.2, -0.8, -0.5], [-0.2, 0.1, 0.1], [-0.1, 0.1, 0.0], [0.0, -0.2, 0.0], [0.0, 0.0, -0.1], [0.0, -0.8, 0.5], [0.0, 0.0, -0.1]],
  "lowdin_charge": [0.11, -0.28, 0.11, -0.24, 0.07, -0.27, -0.19, -0.16, 0.12, -0.33, -0.07, 0.08, 0.06, 0.08, 0.08, 0.10, -0.21, 0.00, 0.52, 0.11, -0.07, 0.11, 0.07, 0.08, -0.08, 0.06, -0.10, -0.37, 0.08, 0.12, 0.03, 0.11, 0.12, 0.12, 0.12, -0.20, 0.08]
}

No. 6
{
  "formula": "C12H19O5STeTi",
  "method": "wB97M-V/def2-TZVPD",
  "total_charge": 1,
  "energy_ev": -64228.45350,
  "max_force_ha_per_bohr": 0.003,
  "symbols": ["C", "H", "H", "O", "H", "H", "C", "C", "H", "H", "H", "C", "O", "C", "H", "H", "H", "H", "H", "C", "H", "C", "O", "C", "H", "O", "S", "Te", "H", "O", "C", "C", "H", "H", "C", "H", "H", "C", "Ti"],
  "xyz": [[-1.519555, 1.042822, -2.430212], [-1.190467, 1.879162, 4.184841], [0.826025, -2.355755, -0.158883], [-0.593575, 0.900169, 2.443686], [-2.451847, 1.654399, 2.939846], [-0.050465, 3.557558, 2.841505], [3.679882, -1.521097, -1.612203], [2.843495, 0.532667, -0.923458], [-2.232902, 1.851885, -2.600229], [-1.871642, -2.144758, -0.576881], [3.777201, -0.809734, 0.484652], [-1.026185, -2.097109, -1.275981], [-1.361292, -1.386549, -2.442123], [3.468370, -0.619129, -0.533922], [-1.762037, 3.961333, 2.609991], [-2.839594, -0.333601, -1.429148], [-0.392067, -2.305971, 1.783428], [0.811014, -0.991864, -1.280869], [-0.797906, 1.023579, -3.248994], [-2.244800, -0.284484, -2.348942], [3.255692, -1.503966, -3.767287], [0.210374, -1.559795, -0.575392], [-0.876363, 2.919879, 1.068280], [-1.002942, 3.195340, 2.448797], [-0.721022, -0.674949, 3.793145], [-0.820657, 1.310851, -1.232436], [2.535336, 0.523051, -2.613523], [2.326742, 2.180483, 0.261632], [4.171974, -2.477693, -1.513067], [-0.117906, -0.663280, 0.539649], [-0.037139, -1.277182, 1.839402], [3.214628, -1.035088, -2.797151], [1.004814, -1.261671, 2.164840], [-0.811401, -3.115037, -1.604397], [-1.400382, 1.895171, 3.115114], [-2.926589, -0.349592, -3.199290], [-1.979687, -0.626296, 2.529963], [-0.920326, -0.458686, 2.742718], [-0.176792, 1.424938, 0.372882]],
  "forces_ev_per_a": [[0.0, 0.0, 0.0], [0.0, 0.0, 0.0], [0.0, 0.0, 0.0], [0.0, 0.0, 0.0], [0.0, 0.0, 0.0], [0.0, 0.0, 0.0], [0.0, 0.0, 0.0], [0.0, 0.0, 0.0], [0.0, 0.0, 0.0], [0.0, 0.0, 0.0], [0.0, 0.0, 0.0], [-0.1, 0.0, 0.0], [0.0, 0.0, 0.0], [0.0, 0.0, 0.0], [0.0, 0.0, 0.0], [0.0, 0.0, 0.0], [0.0, 0.0, 0.0], [0.0, 0.0, 0.0], [0.0, 0.0, 0.0], [0.0, 0.0, 0.0], [0.0, 0.0, 0.0], [0.0, 0.0, 0.0], [0.0, 0.1, 0.0], [0.0, 0.0, 0.0], [0.0, 0.0, 0.0], [0.0, -0.1, 0.0], [0.0, 0.0, 0.0], [0.1, 0.0, 0.0], [0.0, 0.0, 0.0], [0.0, 0.0, 0.0], [0.0, 0.0, 0.0], [0.0, 0.0, 0.0], [0.0, 0.0, 0.0], [0.0, 0.0, 0.0], [0.0, 0.0, 0.0], [0.0, 0.0, 0.0], [0.0, 0.0, 0.0], [0.0, 0.0, 0.0], [-0.1, 0.1, 0.1]],
  "lowdin_charge": [-0.18, 0.15, 0.14, -0.25, 0.14, 0.13, -0.18, -1.04, 0.14, 0.14, 0.10, -0.16, -0.11, -0.25, 0.14, 0.13, 0.15, 0.08, 0.13, -0.17, 0.08, -0.10, -0.30, -0.21, 0.15, -0.30, 0.96, 1.02, 0.11, -0.28, -0.12, -0.40, 0.15, 0.14, -0.12, 0.14, 0.15, -0.12, 0.80]
}

Number 1: HOMO energy -10.0285 eV. Number 2: HOMO energy -8.9660 eV. Number 3: HOMO energy -11.2868 eV. Number 4: HOMO energy -7.3761 eV. Number 5: HOMO energy -8.6976 eV. Number 6: HOMO energy -11.2238 eV.